No. 1
Density functional theory data (wB97M-V/def2-TZVPD) for a structure of composition C9H23Br4CrN4O9.

Structure (XYZ):
```
50
Properties=species:S:1:pos:R:3:lowdin_charge:R:1
Cr -1.069 17.085 2.210 1.141
C 0.733 18.003 -0.607 -0.205
O -0.195 17.361 0.245 -0.341
H 0.614 17.671 -1.638 0.066
H 0.674 19.090 -0.570 0.060
H 1.782 17.827 -0.370 0.058
Br 3.195 20.792 -3.718 0.663
C 3.095 21.873 -2.094 -0.665
C 1.648 22.141 -1.585 -0.668
Br 1.440 23.804 -0.537 0.607
H 3.533 22.838 -2.349 0.044
H 3.720 21.458 -1.303 0.040
H 1.395 21.350 -0.880 0.004
H 0.987 22.209 -2.449 0.043
Br 5.942 17.451 0.316 0.659
C 4.732 19.021 0.538 -0.646
C 3.967 18.901 1.870 -0.687
Br 2.707 20.366 2.149 0.627
H 4.134 19.084 -0.372 0.023
H 5.369 19.906 0.542 0.055
H 4.648 18.865 2.721 0.060
H 3.433 17.951 1.846 0.036
C 3.761 17.401 -3.110 -0.004
N 3.516 16.038 -2.574 -0.383
O 2.854 15.201 -3.259 0.041
O 3.983 15.791 -1.444 -0.029
H 4.599 17.923 -2.649 0.077
H 2.788 17.782 -2.799 0.062
H 3.934 17.401 -4.186 0.106
C 1.758 14.494 0.113 0.017
N 0.701 13.805 0.811 -0.414
O 0.256 14.328 1.837 -0.010
O 0.309 12.705 0.459 0.124
H 2.405 14.973 0.848 0.112
H 1.310 15.168 -0.617 0.078
H 2.277 13.825 -0.573 0.108
C -3.269 19.235 -0.713 0.086
N -3.537 19.160 0.778 -0.374
O -2.964 18.273 1.418 -0.051
O -4.262 19.983 1.288 0.153
H -4.010 19.873 -1.195 0.110
H -3.294 18.240 -1.157 0.078
H -2.242 19.576 -0.847 0.104
C -0.800 16.407 -3.856 0.051
N -1.359 15.713 -2.614 -0.375
O -0.814 14.619 -2.390 0.064
O -2.229 16.296 -1.922 0.021
H -0.867 17.479 -3.676 0.088
H -1.399 16.030 -4.685 0.105
H 0.229 16.144 -4.105 0.084
```

Summary:
- HOMO energy (alpha / beta): -12.6 / -12.6 eV
- Net charge: +1
- <S²>: 6.2566
- 2S+1: 5
- HOMO-LUMO gap (alpha / beta): 6.47 / 7.61 eV
- LUMO (alpha / beta): -0.2257 / -0.1838 Eh

---

No. 2
Density functional theory data (wB97M-V/def2-TZVPD) for a cluster of 3 separate species, C9H23INO3 in total.

Structure (XYZ):
```
37
Properties=species:S:1:pos:R:3:lowdin_charge:R:1
I 1.010 -2.134 -1.057 -0.364
C -1.132 0.006 4.374 -0.145
O -0.301 0.701 3.492 -0.208
C -0.536 0.382 2.122 -0.212
C -0.011 1.505 1.216 -0.216
N 1.185 1.219 0.456 -0.067
C 2.377 1.126 1.308 -0.215
C 2.754 2.409 2.017 -0.249
O 2.887 3.463 1.100 -0.160
C 3.270 4.655 1.678 -0.160
H -1.081 -1.082 4.245 0.088
H -2.184 0.293 4.227 0.082
H -0.855 0.261 5.396 0.079
H -1.610 0.228 1.959 0.113
H -0.034 -0.562 1.874 0.095
H 0.015 2.426 1.802 0.111
H -0.796 1.661 0.468 0.109
H 1.112 0.270 0.074 -0.092
H 3.226 0.757 0.728 0.117
H 2.237 0.339 2.066 0.114
H 3.665 2.237 2.609 0.120
H 2.005 2.652 2.786 0.112
H 4.254 4.619 2.184 0.083
H 2.578 5.070 2.420 0.084
H 3.475 5.410 0.914 0.083
C -2.465 -3.736 -5.445 -0.081
C -2.119 -2.722 -4.385 -0.518
C -2.788 -3.018 -3.050 -0.069
O -0.689 -2.654 -4.263 -0.115
H -2.188 -4.720 -5.050 0.078
H -1.880 -3.599 -6.352 0.072
H -3.538 -3.693 -5.649 0.074
H -2.439 -1.729 -4.743 0.127
H -3.854 -2.790 -3.137 0.073
H -2.366 -2.438 -2.231 0.056
H -2.693 -4.087 -2.843 0.080
H -0.492 -2.726 -3.310 -0.080
```

Summary:
- Energy relative to the best compared isomer or geometry (same formula, charge and spin): 1.186 eV
- HOMO energy: -4.1 eV
- Net charge: -1
- 2S+1: 1
- HOMO-LUMO gap: 7.09 eV
- LUMO: 0.1105 Eh

---

No. 3
Density functional theory data (wB97M-V/def2-TZVPD) for a cluster of 3 separate species, C9H23N3O2PS in total.

Structure (XYZ):
```
39
Properties=species:S:1:pos:R:3:lowdin_charge:R:1
N 3.416 2.695 0.427 0.236
C 4.122 2.615 -0.794 -0.433
N 3.710 1.932 -1.885 0.133
N 5.404 3.321 -0.862 -0.125
P 6.671 2.057 -1.092 0.389
S 6.488 0.784 0.393 0.156
H 3.468 3.622 0.867 0.139
H 2.434 2.369 0.327 0.129
H 3.002 2.308 -2.523 0.146
H 4.117 1.017 -2.112 0.117
H 5.606 3.664 0.099 0.092
H 6.346 1.346 -2.292 -0.009
H 7.978 2.662 -1.133 0.010
C 0.623 -1.989 0.547 -0.166
C -0.413 -1.385 -0.378 -0.169
C -0.532 0.026 0.159 -0.197
O 0.752 0.373 0.706 -0.174
C 1.555 -0.816 0.787 -0.212
H 1.133 -2.857 0.128 0.119
H 0.151 -2.290 1.487 0.121
H -0.028 -1.364 -1.403 0.118
H -1.363 -1.919 -0.381 0.105
H -1.267 0.083 0.968 0.116
H -0.809 0.746 -0.614 0.119
H 2.325 -0.755 0.009 0.104
H 2.046 -0.862 1.761 0.119
C -6.123 -1.298 0.094 -0.174
C -5.560 -1.646 1.455 -0.174
C -4.101 -1.905 1.137 -0.208
O -3.764 -1.070 0.019 -0.167
C -4.975 -0.532 -0.535 -0.200
H -7.047 -0.721 0.135 0.117
H -6.316 -2.214 -0.473 0.118
H -5.649 -0.784 2.125 0.118
H -6.050 -2.497 1.929 0.118
H -3.937 -2.946 0.838 0.119
H -3.441 -1.676 1.977 0.115
H -5.018 0.531 -0.276 0.118
H -4.954 -0.625 -1.622 0.118
```

Summary:
- HOMO energy: -11.3 eV
- Net charge: +1
- 2S+1: 1
- HOMO-LUMO gap: 6.24 eV
- LUMO: -0.1860 Eh